DFT (the ωB97M-V functional and the def2-TZVPD basis) results for a structure of composition C33H31FN3O5Y.

Last column: Löwdin charge in e.
Cartesian coordinates (Å):
Y1 1.195 0.710 2.354  1.667
C1 4.284 -5.306 -1.351  -0.022
C2 3.717 -4.203 -2.240  -0.312
C3 3.002 -4.724 -3.477  -0.135
C4 1.778 -5.538 -3.082  -0.129
C5 0.918 -4.778 -2.101  -0.127
C6 -0.412 -5.090 -1.947  0.058
C7 -1.213 -4.376 -1.058  -0.254
F1 -2.506 -4.726 -0.959  0.075
C8 -0.728 -3.345 -0.316  0.088
C9 0.626 -3.008 -0.454  -0.036
C10 1.168 -1.910 0.326  -0.275
O1 0.478 -1.301 1.178  -0.046
C11 2.526 -1.555 0.057  -0.037
C12 3.274 -2.293 -0.793  0.041
N1 2.786 -3.352 -1.472  0.008
C13 1.451 -3.717 -1.338  -0.065
C14 2.922 -0.338 0.835  -0.662
O2 3.167 -0.505 2.071  -0.068
O3 2.654 0.782 0.348  -0.016
H1 4.943 -5.958 -1.929  0.090
H2 3.485 -5.913 -0.920  0.087
H3 4.858 -4.878 -0.528  0.086
H4 4.528 -3.548 -2.552  0.143
H5 3.698 -5.324 -4.063  0.123
H6 2.698 -3.874 -4.092  0.130
H7 2.088 -6.488 -2.639  0.121
H8 1.188 -5.786 -3.963  0.123
H9 -0.859 -5.888 -2.530  0.136
H10 -1.351 -2.777 0.362  0.141
H11 4.317 -2.064 -0.978  0.155
C15 -1.699 -0.323 4.047  -0.106
C16 -0.438 -0.739 4.807  -0.553
C17 -0.762 -0.905 6.292  -0.110
C18 0.708 0.267 4.564  -0.314
H12 -2.509 -1.045 4.176  0.075
H13 -1.529 -0.232 2.969  0.045
H14 -2.053 0.648 4.409  0.082
H15 -0.135 -1.723 4.429  0.116
H16 -1.102 0.051 6.703  0.076
H17 0.125 -1.212 6.850  0.070
H18 -1.551 -1.649 6.466  0.070
H19 1.597 -0.100 5.101  0.032
H20 0.435 1.199 5.087  0.039
O4 0.699 3.159 2.548  -0.043
C19 -0.062 3.033 1.561  -0.574
N2 -0.739 4.017 0.924  0.172
C20 -1.342 3.497 -0.308  -0.255
C21 -0.995 1.976 -0.162  -0.431
O5 -1.322 1.133 -0.957  0.108
N3 -0.267 1.811 0.990  0.044
C22 -0.636 4.083 -1.524  -0.146
C23 -1.125 5.223 -2.153  -0.031
C24 -0.422 5.804 -3.201  -0.077
C25 0.774 5.247 -3.631  -0.090
C26 1.266 4.107 -3.009  -0.070
C27 0.565 3.527 -1.963  -0.007
C28 -2.859 3.645 -0.332  -0.158
C29 -3.558 3.335 -1.497  -0.034
C30 -4.943 3.399 -1.521  -0.072
C31 -5.647 3.775 -0.384  -0.092
C32 -4.957 4.085 0.778  -0.081
C33 -3.568 4.018 0.804  -0.023
H21 -0.475 4.983 1.032  0.167
H22 -2.069 5.651 -1.832  0.119
H23 -0.815 6.689 -3.685  0.103
H24 1.319 5.697 -4.453  0.101
H25 2.196 3.663 -3.342  0.104
H26 0.956 2.631 -1.491  0.116
H27 -3.011 3.029 -2.381  0.125
H28 -5.474 3.152 -2.432  0.103
H29 -6.729 3.829 -0.405  0.100
H30 -5.497 4.379 1.669  0.102
H31 -3.032 4.257 1.714  0.109

Calculated values
Spin multiplicity: 1
Net charge: 0
Gap between HOMO and LUMO (eV): 7.21
Energy (Eh): -1954.99938
Highest occupied orbital energy (eV): -7.6
ΔE to the lowest compared entry with this formula, charge and spin (kJ/mol): 19.8
Strongest force on any atom (Eh/bohr): 0.0176